Formula: C11H22N2O3
Source: the Open Molecules 2025 dataset
Level of theory: ωB97M-V with the def2-TZVPD basis set

ORCA input file:
```
! wB97M-V def2-TZVPD RIJCOSX def2/J DEFGRID3
* xyz 0 1
C -4.066 -1.524 0.839
C -3.789 -0.647 -0.462
C -5.157 0.118 -0.721
C -2.898 0.792 0.239
N -1.644 0.164 0.464
C -0.524 -0.186 -0.485
O -0.582 0.635 -1.416
N 0.537 -0.727 -0.090
C 1.750 -1.026 -0.740
C 2.493 0.382 -0.884
C 3.295 0.882 0.164
C 2.344 1.274 1.624
C 4.221 2.158 -0.136
C 2.538 -1.991 -0.336
O 2.395 -2.459 0.871
O 3.570 -2.418 -1.021
H -3.066 -2.081 1.030
H -4.683 -2.151 0.350
H -4.477 -1.088 1.618
H -3.303 -1.003 -1.177
H -5.884 -0.657 -1.009
H -4.912 0.960 -1.668
H -5.638 0.737 -0.034
H -2.641 1.349 -0.728
H -3.264 1.102 1.369
H -1.453 -0.348 1.397
H 0.502 -1.220 1.052
H 1.404 -1.058 -1.849
H 1.924 1.322 -1.309
H 3.184 0.328 -1.684
H 4.086 0.056 0.592
H 1.623 1.932 1.245
H 2.981 1.735 2.410
H 2.069 0.431 1.655
H 4.791 1.754 -0.982
H 3.498 3.108 -0.416
H 4.681 2.422 0.816
H 4.096 -3.056 -0.588
*
```

SMILES string: CC(C)CNC(=O)N[C@@H](CC(C)C)C(=O)O
ΔE to the lowest compared entry with this formula, charge and spin: 1127.2 kJ/mol

The molecule's Löwdin atomic charges, reported in e, are given here:
1 C -0.07
2 C -0.24
3 C -0.12
4 C -0.13
5 N -0.08
6 C -0.53
7 O 0.00
8 N 0.10
9 C -0.25
10 C -0.16
11 C -0.37
12 C 0.04
13 C -0.08
14 C -0.49
15 O 0.04
16 O 0.19
17 H 0.10
18 H 0.02
19 H 0.02
20 H 0.03
21 H 0.05
22 H 0.14
23 H 0.02
24 H 0.12
25 H 0.17
26 H 0.13
27 H 0.28
28 H 0.22
29 H 0.18
30 H 0.10
31 H 0.17
32 H 0.05
33 H 0.09
34 H -0.10
35 H 0.06
36 H 0.13
37 H 0.06
38 H 0.12